An isolated molecule of C4H6N2O in a non-equilibrium geometry, computed with ωB97M-V with the def2-TZVPD basis set.

The calculation puts the HOMO energy at -8.752 eV. The value obtained for the largest force on an atom is 0.0809 hartree/bohr. For the relative energy (zero: lowest compared OMol25 entry of this formula, charge and spin), the calculation gives 389.3 kJ/mol. As for the spin multiplicity: 1.

Geometry as XYZ:
```
13
Properties=species:S:1:pos:R:3:forces:R:3
C 0.37238 0.20555 -2.30836 0.4121 -0.4673 -0.3282
O -0.08437 0.95369 -1.21626 0.5362 0.0190 0.1815
C -0.08323 0.31608 -0.01699 -0.8051 0.5054 0.0209
C -1.09054 0.82935 0.70503 0.4534 -1.7998 3.7204
N -0.52211 -0.26591 2.26459 -0.2545 1.1340 -1.2379
C 0.41890 -0.96996 1.67437 -0.0213 0.5377 -0.7884
N 0.70575 -0.68518 0.40666 0.5048 -0.1782 -0.6454
H 1.40651 -0.05505 -2.11525 0.2624 -0.2168 -0.3398
H 0.27942 0.81760 -3.20669 -0.0052 -0.0365 0.2005
H -0.21872 -0.70391 -2.40020 -0.0125 -0.1277 -0.1993
H -1.50742 1.82965 0.77974 0.0149 -0.5281 0.5743
H -0.68051 -0.50936 3.25724 -0.5252 0.7079 -0.9735
H 1.00394 -1.76253 2.17611 -0.5601 0.4504 -0.1851
```
Positions in Å, forces in eV/Å.

---

A cluster of 9 separate species, C11H40O9S2 in total in a non-equilibrium geometry, computed with ωB97M-V with the def2-TZVPD basis set.

The calculation puts the HOMO energy at -8.649 eV. The value obtained for the largest force on an atom is 0.0288 hartree/bohr. For the relative energy (zero: lowest compared OMol25 entry of this formula, charge and spin), the calculation gives 0.0 kJ/mol. As for the spin multiplicity: 1.

Geometry as XYZ:
```
62
Properties=species:S:1:pos:R:3:forces:R:3
C 3.79201 -2.91337 -0.31402 -0.4250 -0.0752 0.0884
O 3.69967 -1.68044 0.37049 -0.1128 0.2289 -0.1090
H 4.32557 -3.64430 0.29570 0.2568 0.2778 0.0332
H 2.79741 -3.35993 -0.45767 0.0765 0.1303 -0.2672
H 4.30079 -2.78861 -1.27510 -0.0502 -0.2110 -0.0144
H 3.04510 -1.10796 -0.09387 0.3082 -0.3184 0.3831
C -0.79830 2.50254 2.76123 0.0647 -0.2544 -0.2921
O -1.91241 1.63509 2.96272 -0.0406 0.0290 0.0084
H -1.13882 3.53825 2.72020 0.0107 -0.0233 0.0709
H -0.03723 2.39527 3.53490 -0.0673 0.0604 0.0569
H -0.33385 2.24593 1.80411 0.0550 0.1255 0.0442
H -1.76995 1.11133 3.75262 0.0317 0.0297 0.0532
C 0.55009 -0.68878 0.31998 -0.6447 -0.1342 0.1161
O 1.59107 -0.13271 -0.44021 0.3143 0.0570 -0.5307
H 0.83949 -0.89680 1.35485 0.0461 0.3122 0.0515
H -0.34509 -0.05900 0.28246 0.0573 0.0719 0.2610
H 0.24224 -1.65698 -0.08738 0.2726 0.0767 -0.2398
H 1.60923 0.85512 -0.45537 -0.0944 -0.4129 0.2485
C -2.53949 -0.33907 -2.80210 -0.4644 0.3785 -0.8567
O -3.33186 -1.49934 -3.01249 0.4551 -0.5036 -0.0185
H -1.90135 -0.16296 -3.67567 0.0788 -0.3258 0.0930
H -3.19159 0.53765 -2.79863 0.2883 0.1319 0.6042
H -1.89416 -0.43564 -1.92618 -0.2563 0.1166 0.1344
H -4.25650 -1.31409 -2.85845 -0.0743 0.1804 0.0934
C -1.45644 -4.22266 -0.69547 -0.4427 -0.2121 0.5991
O -1.64264 -4.70596 0.63067 0.1278 0.1281 0.3446
H -2.27487 -4.56735 -1.32526 0.1211 0.0096 -0.3327
H -1.52980 -3.14218 -0.61167 0.1065 0.0954 -0.1985
H -0.48341 -4.51320 -1.08567 0.0600 0.0406 -0.2273
H -1.63416 -5.66568 0.65084 0.0133 -0.0051 -0.1792
C 3.43256 1.46063 2.06839 0.9836 -0.6500 0.1590
O 4.43079 1.24628 3.08800 -0.4820 0.0363 -0.2665
H 3.79530 1.02153 1.13425 -0.1810 0.0796 -0.0744
H 2.51738 0.93575 2.34924 -0.2645 0.3911 -0.1261
H 3.31534 2.52854 1.92113 -0.2519 0.0144 0.1958
H 4.47005 0.28905 3.18983 0.2067 0.0889 0.0912
C -1.20025 2.50782 -1.13089 0.0427 -0.3898 0.2586
O -1.91046 2.98580 -2.27599 0.0994 0.1618 0.7639
H -1.87154 2.11102 -0.36053 -0.1557 -0.0111 -0.1092
H -0.54901 1.68954 -1.43136 0.0456 0.0885 -0.1867
H -0.58633 3.27014 -0.64710 0.0693 0.1056 -0.2222
H -2.48759 3.65717 -1.89366 -0.1425 0.0433 -0.5110
C -2.89364 -2.01010 3.15621 1.1032 0.8176 -0.5542
S -4.18071 -2.35578 1.93938 -0.5938 -0.1396 0.7663
O -5.45625 -2.25621 2.73287 0.5760 0.1285 -0.7219
C -3.95592 -0.82437 0.99008 -0.4710 0.2692 0.1049
H -3.06782 -1.01684 3.57537 -0.3803 -0.2004 0.2228
H -1.91722 -1.92087 2.66173 -0.1783 -0.2268 -0.2028
H -2.77543 -2.77025 3.91996 -0.5300 -0.1719 -0.0342
H -2.96428 -0.81837 0.54021 0.0975 0.0969 0.1769
H -4.16294 0.03633 1.62930 0.4471 -0.0522 0.1743
H -4.69252 -0.74567 0.18953 -0.0463 -0.5269 0.0019
C 1.97113 3.34424 -3.11889 -0.1756 0.9828 0.1817
S 2.90909 3.15608 -1.56820 -0.3090 -1.0139 -0.8787
O 1.98357 2.51544 -0.57964 -0.0905 0.3126 0.1610
C 3.90593 1.80471 -2.22920 0.1534 -0.4443 0.1522
H 1.39037 2.47556 -3.42044 0.2437 -0.2805 0.2930
H 2.65391 3.65693 -3.91011 0.1023 -0.1436 0.0484
H 1.27648 4.17369 -2.96663 -0.0043 -0.0778 0.0724
H 4.56404 2.21008 -2.99619 0.0974 -0.0635 0.0524
H 3.26947 1.01930 -2.64145 -0.2462 0.2923 -0.1357
H 4.46578 1.29868 -1.44080 0.1632 0.4787 0.1288
```
Positions in Å, forces in eV/Å.

---

An isolated molecule of C19H25NO in a non-equilibrium geometry, computed with ωB97M-V with the def2-TZVPD basis set.

The calculation puts the HOMO energy at -7.871 eV. The value obtained for the largest force on an atom is 0.0526 hartree/bohr. For the relative energy (zero: lowest compared OMol25 entry of this formula, charge and spin), the calculation gives 106.2 kJ/mol. As for the SMILES: CC1=CC(C)(C)N=C2C[C@@]3(C)CC(=O)C(C(C)C)=CC3=C12. As for the spin multiplicity: 1.

Geometry as XYZ:
```
46
Properties=species:S:1:pos:R:3:forces:R:3
C 0.94354 1.91558 -1.79289 0.0099 0.5234 0.5776
C -0.42974 1.29083 -1.61795 -0.3869 1.0067 -2.4158
C -1.38844 1.61622 -2.52822 0.4845 -1.2871 1.3110
C -2.79813 1.03312 -2.49258 0.4549 0.7703 -0.5066
C -3.16409 0.74215 -3.95333 0.1804 -1.0689 -0.1814
C -3.72299 2.14588 -2.03360 -1.2381 0.7972 0.4818
N -2.99064 -0.15040 -1.62940 1.8029 -0.5421 0.9117
C -2.00349 -0.48657 -0.84013 -1.7947 0.9779 -0.5683
C -2.02292 -1.61627 0.18730 0.2020 -0.8590 -0.8813
C -0.72735 -1.45223 1.03615 -0.1895 0.0544 0.0429
C -1.22783 -0.93775 2.38214 1.1134 0.5662 1.0987
C 0.19255 -2.70819 1.27350 -1.1044 0.2523 -0.4791
C 1.57024 -2.32899 1.82076 0.4272 -1.5668 1.0185
O 2.20944 -3.13859 2.50622 -0.9369 1.1337 -0.9281
C 2.15200 -1.01878 1.47272 -0.9136 1.4906 -1.0957
C 3.52436 -0.65285 2.04807 0.4203 -0.8356 -0.5742
C 3.31043 0.07085 3.36052 -0.0767 1.1938 0.2172
C 4.34883 0.18813 1.05006 -0.3746 -1.0871 0.2695
C 1.40671 -0.12195 0.69915 1.6684 -1.0011 1.2629
C 0.04818 -0.34524 0.30299 -1.7988 -0.2894 -1.0488
C -0.74297 0.24533 -0.68705 1.8737 -1.0355 1.6546
H 1.72368 1.13378 -1.80795 -0.1645 0.4998 0.2566
H 1.03899 2.49645 -2.73940 -0.3465 -0.4991 0.6350
H 1.08370 2.66014 -0.95771 0.3539 -0.8509 -0.6784
H -1.11377 2.22695 -3.38135 -0.2181 0.2599 0.1575
H -2.99527 1.60468 -4.60982 0.0238 -0.1062 0.3089
H -2.53205 -0.09062 -4.29040 -0.1302 0.2025 -0.1859
H -4.20184 0.42324 -4.06981 0.0183 0.0474 0.1897
H -3.59851 2.36039 -0.96639 -0.0053 -0.0932 -0.1175
H -4.80115 1.93725 -2.22369 0.7143 -0.2606 0.2317
H -3.54319 3.09081 -2.56721 0.2620 -0.3043 0.0156
H -2.00579 -2.59750 -0.33139 -0.1567 0.4883 0.1302
H -2.94568 -1.57110 0.78599 0.3775 -0.0652 -0.2133
H -0.39966 -0.75948 3.10722 -0.3593 0.1311 -0.5397
H -1.79151 -0.00679 2.25882 0.0779 -0.1344 0.0456
H -1.85173 -1.66535 2.88386 -0.3441 -0.2983 -0.1017
H -0.32479 -3.47587 1.89982 0.5991 0.7683 -0.0836
H 0.33078 -3.23206 0.31553 0.2490 0.2472 0.0233
H 4.14422 -1.56292 2.25836 -0.9361 0.4433 -0.2423
H 4.29111 0.42966 3.72374 -0.4686 0.0096 -0.0142
H 2.87961 -0.56104 4.14457 -0.0579 0.0728 -0.2552
H 2.63183 0.95603 3.16991 0.7377 -0.8075 0.4346
H 3.86393 1.13156 0.91121 -0.0917 0.7603 -0.3005
H 4.37622 -0.37273 0.10589 0.1780 0.3900 0.0916
H 5.36147 0.35250 1.41651 -0.0311 -0.0034 -0.0001
H 1.89169 0.80169 0.39925 -0.1052 -0.0911 0.0452
```
Positions in Å, forces in eV/Å.